No. 1
Computed, not measured: a cluster of 4 separate species, C3H12NO3 in total at a distorted geometry, with ωB97M-V/def2-TZVPD.

Each line ends with the natural charge from an NBO analysis.
Geometry (Å):
C -1.0837 -0.4953 -0.0905  -0.435
N 0.3397 -0.9488 -0.3183  -0.486
C 1.2285 -0.6336 0.8800  -0.315
C 1.5692 0.7292 1.4579  -0.379
O 1.4551 1.5096 -1.0003  -0.896
H -1.4139 -0.7972 0.9305  0.240
H -1.7871 -0.8346 -0.8685  0.240
H -1.1510 0.5625 -0.0334  0.208
H 0.5868 -0.4624 -1.2191  0.441
H 2.1365 -0.9083 0.3605  0.216
H 0.9078 -1.2350 1.7532  0.268
H 2.5691 0.6733 1.8416  0.190
H 0.8340 1.1321 2.2246  0.205
H 0.9096 1.0614 -1.6044  0.493
H 1.5094 1.1741 0.0615  0.393
O -0.1149 -0.2487 -2.9117  -1.115
H -0.7831 0.1799 -3.5208  0.426
H -4.2538 -0.1364 0.7632  0.399
O -3.4582 -0.3218 1.2939  -1.092

Summary:
- Kohn-Sham gap (eV) = 3.040
- relative energy (zero: lowest compared OMol25 entry of this formula, charge and spin) (kcal/mol) = 227.9
- net charge = -1
- molar mass (g/mol) = 110.13
- LUMO energy (Eh) = -0.0252



No. 2
Computed, not measured: a cluster of 3 separate species, C3H12NO3 in total at a distorted geometry, with ωB97M-V/def2-TZVPD.

Each line ends with the natural charge from an NBO analysis.
Geometry (Å):
C -4.1839 0.6136 0.2956  -0.266
O -3.0490 -0.0235 0.8978  -0.706
C 0.0566 0.4911 -0.2293  0.421
C 1.2350 1.3895 -0.1776  -0.208
O 2.4296 0.7874 -0.7640  -0.675
N 0.2507 -0.8236 0.1721  -0.671
H -4.1230 0.5497 -0.8132  0.171
H -5.1343 0.1509 0.5575  0.212
H -4.2624 1.6768 0.6869  0.180
H -0.5070 0.5984 -1.1720  0.206
H 1.0110 2.2974 -0.7217  0.229
H 1.5820 1.5944 0.8716  0.255
H 3.0752 1.4949 -0.6246  0.506
H -2.2796 0.4532 0.5835  0.423
H -0.3077 -0.9733 1.0300  0.468
H 0.0459 -1.6199 -0.4390  0.447
H 3.5949 -2.7838 -0.5530  0.484
H 2.8881 -1.4133 -0.6454  0.471
O 3.0800 -2.1448 -0.0512  -0.948

Summary:
- Kohn-Sham gap (eV) = 5.897
- relative energy (zero: lowest compared OMol25 entry of this formula, charge and spin) (kcal/mol) = 125.2
- net charge = +1
- molar mass (g/mol) = 110.13
- LUMO energy (Eh) = -0.3044



No. 3
Computed, not measured: a cluster of 3 separate species, C3H12NO4 in total at a distorted geometry, with ωB97M-V/def2-TZVPD.

Each line ends with the natural charge from an NBO analysis.
Geometry (Å):
C 0.8113 0.6477 -0.9370  -0.211
C -0.5597 0.4240 -1.5010  -0.555
C -1.6791 1.0386 -0.7313  0.793
O -2.4067 1.8934 -1.4311  -0.644
O -1.8818 0.7834 0.4346  -0.616
N 0.8818 0.2400 0.4913  -0.701
H 1.5793 0.1608 -1.4961  0.240
H 1.1052 1.6922 -0.9755  0.227
H -0.7886 -0.6101 -1.7653  0.267
H -0.5396 0.8440 -2.5144  0.268
H -3.0515 2.3303 -0.8887  0.513
H 0.1862 -0.4267 0.8381  0.462
H 0.6438 1.0406 1.0799  0.434
H 1.8643 0.0010 0.7652  0.476
H 2.9516 -1.5508 1.8764  0.506
H 4.2022 -0.7798 1.2539  0.515
O 3.2481 -0.7807 1.3796  -0.976
H 0.9724 -3.8164 1.9165  0.485
H -0.4567 -3.3249 1.6837  0.486
O 0.4604 -3.1331 1.4670  -0.970

Summary:
- Kohn-Sham gap (eV) = 11.617
- relative energy (zero: lowest compared OMol25 entry of this formula, charge and spin) (kcal/mol) = 7.4
- net charge = +1
- molar mass (g/mol) = 126.13
- LUMO energy (Eh) = -0.1078



No. 4
Computed, not measured: a cluster of 5 separate species, C3H12NO7 in total at a distorted geometry, with ωB97M-V/def2-TZVPD.

Each line ends with the natural charge from an NBO analysis.
Geometry (Å):
C 2.4678 1.0158 -0.0249  0.514
N 2.2245 0.5298 1.3124  -0.635
C 1.4873 -0.7526 1.4223  -0.362
C -0.0060 -0.5409 1.2043  0.752
O -0.5722 -1.6358 1.1282  -0.767
O -0.4664 0.5901 1.0154  -0.787
O 2.2364 0.1245 -0.8419  -0.619
H 2.6304 2.0488 -0.2182  0.145
H 1.8600 1.1879 1.9895  0.385
H 1.8380 -1.6544 0.8087  0.247
H 1.6743 -1.0988 2.3954  0.207
H 0.4257 -0.8508 -0.8892  0.486
H -1.0013 -1.5031 -1.2782  0.480
O -0.2141 -1.3219 -1.6133  -0.990
H -2.0000 -2.1251 0.3849  0.514
H -2.9005 -0.9062 -0.1432  0.487
O -2.5537 -1.7678 -0.3856  -1.021
H 0.1519 1.5646 -1.1877  0.475
H -0.6425 0.9228 -2.2242  0.503
O -0.3617 1.8987 -1.8908  -0.963
H -1.8831 1.0730 0.2467  0.478
H -1.8895 1.7192 -0.9579  0.473
O -2.5052 1.4820 -0.2529  -1.002

Summary:
- Kohn-Sham gap (eV) = 8.993
- relative energy (zero: lowest compared OMol25 entry of this formula, charge and spin) (kcal/mol) = 38.2
- net charge = -1
- molar mass (g/mol) = 174.13
- LUMO energy (Eh) = 0.1280